# 1
{"formula": "C31H32CoN2O5P2", "method": "wB97M-V/def2-TZVPD", "elements": ["Co", "O", "C", "C", "N", "C", "C", "O", "O", "C", "C", "O", "O", "H", "H", "H", "H", "H", "H", "H", "H", "H", "C", "N", "P", "C", "C", "C", "C", "C", "C", "C", "C", "C", "C", "C", "C", "P", "C", "C", "C", "C", "C", "C", "C", "C", "C", "C", "C", "C", "H", "H", "H", "H", "H", "H", "H", "H", "H", "H", "H", "H", "H", "H", "H", "H", "H", "H", "H", "H", "H", "H", "H"], "xyz": [[1.068818, 0.621828, 0.495037], [1.834469, 1.549333, 2.128386], [1.846280, 2.978094, 2.335324], [2.631548, 3.719164, 1.259981], [2.193701, 3.495787, -0.097541], [0.792587, 3.480407, -0.343891], [-0.049649, 2.207977, -0.040826], [-0.885070, 1.977458, -1.133679], [-0.914571, 2.402845, 1.048243], [3.069828, 2.952651, -1.108066], [2.943298, 1.439808, -1.305974], [2.977282, 0.912614, -2.395733], [2.784661, 0.817292, -0.158139], [2.758082, 1.288240, 1.983575], [2.289157, 3.178367, 3.312431], [0.803579, 3.280763, 2.365047], [3.686643, 3.448416, 1.337024], [2.564359, 4.786277, 1.519272], [0.619435, 3.685038, -1.402485], [0.306949, 4.284593, 0.218538], [4.106685, 3.149184, -0.828775], [2.895689, 3.439549, -2.071214], [-2.064412, -2.119845, -0.625445], [-1.027746, -1.166416, -0.236146], [-0.896710, -0.158483, 1.117745], [-1.436255, -1.046040, 2.573033], [-2.775267, -1.362921, 2.809439], [-3.115698, -2.109147, 3.925138], [-2.127892, -2.533182, 4.805611], [-0.796330, -2.216681, 4.576806], [-0.446263, -1.473780, 3.460313], [-1.930412, 1.406519, 0.834607], [-3.088921, 1.696062, 1.722458], [-4.138860, 2.368657, 1.250691], [-4.194970, 2.841677, -0.138683], [-3.258947, 2.502365, -1.022351], [-2.175896, 1.539894, -0.665654], [0.479737, -0.912597, -0.957875], [0.256213, -0.941202, -2.745758], [0.018051, 0.224432, -3.476135], [-0.216789, 0.145036, -4.838507], [-0.220041, -1.087454, -5.478368], [0.024040, -2.246377, -4.758213], [0.265656, -2.176361, -3.395145], [1.532147, -2.321080, -0.572839], [2.791849, -2.379223, -1.172674], [3.650756, -3.417618, -0.854819], [3.263714, -4.389585, 0.060918], [2.019652, -4.320944, 0.670281], [1.151815, -3.282681, 0.359956], [-2.911370, -2.034693, 0.053952], [-1.695508, -3.145443, -0.590206], [-2.405360, -1.908481, -1.639996], [-3.547062, -1.017612, 2.132232], [-4.151676, -2.358050, 4.111597], [-2.400091, -3.112057, 5.678253], [-0.032619, -2.545369, 5.268609], [0.591556, -1.223331, 3.273707], [-3.009048, 1.428451, 2.767958], [-4.952213, 2.626768, 1.916521], [-5.015402, 3.483007, -0.431164], [-3.289442, 2.841488, -2.050569], [-2.378396, 0.577785, -1.146432], [0.046063, 1.184512, -2.988824], [-0.383594, 1.049331, -5.408458], [-0.402108, -1.142619, -6.543576], [0.036288, -3.205817, -5.257780], [0.472367, -3.081698, -2.838855], [3.088271, -1.605243, -1.873296], [4.626212, -3.467299, -1.319950], [3.938161, -5.200436, 0.302569], [1.721823, -5.074160, 1.387919], [0.187166, -3.227746, 0.850866]], "forces_ev_per_angstrom": [[-0.232, 0.097, -0.027], [0.043, -0.216, 0.084], [0.022, 0.128, -0.050], [0.047, 0.021, 0.001], [0.020, -0.069, 0.163], [0.074, -0.022, -0.123], [-0.037, 0.161, 0.064], [-0.075, -0.159, -0.001], [0.234, 0.055, -0.007], [-0.034, 0.023, -0.115], [-0.037, 0.274, -0.050], [0.036, -0.074, 0.148], [0.240, -0.163, 0.023], [0.009, 0.006, -0.073], [-0.015, 0.004, 0.005], [-0.005, -0.017, -0.007], [0.004, -0.003, -0.033], [-0.001, -0.007, 0.044], [0.006, -0.028, 0.000], [-0.046, -0.008, 0.003], [0.002, 0.048, -0.005], [-0.012, 0.018, 0.029], [-0.012, 0.023, -0.026], [-0.190, -0.153, 0.325], [-0.217, 0.317, -0.289], [0.111, 0.010, 0.064], [0.025, -0.006, 0.007], [-0.022, -0.004, -0.013], [0.013, -0.004, 0.006], [0.000, -0.009, 0.012], [-0.072, 0.006, -0.030], [-0.031, -0.319, 0.232], [-0.092, 0.017, 0.019], [0.088, 0.009, -0.062], [0.064, -0.067, 0.007], [-0.090, 0.067, -0.001], [0.043, -0.044, -0.107], [0.197, 0.117, -0.387], [-0.060, 0.083, 0.041], [0.131, -0.081, -0.003], [-0.007, -0.021, -0.036], [-0.002, 0.051, 0.010], [-0.002, -0.054, 0.022], [-0.023, -0.012, 0.021], [-0.021, -0.033, 0.029], [-0.020, -0.004, -0.027], [-0.005, 0.027, -0.014], [-0.012, 0.007, 0.001], [0.004, -0.009, 0.023], [0.044, 0.015, 0.018], [0.007, -0.015, -0.020], [0.008, 0.000, 0.017], [-0.005, -0.002, -0.002], [-0.024, -0.011, 0.023], [0.000, 0.002, 0.002], [-0.001, 0.003, -0.003], [-0.001, 0.000, -0.003], [-0.003, 0.010, 0.016], [-0.021, -0.004, -0.010], [-0.019, -0.013, -0.018], [0.005, 0.008, 0.012], [0.009, 0.032, 0.017], [-0.035, 0.011, 0.044], [-0.020, 0.026, 0.011], [0.000, 0.006, 0.015], [0.008, 0.002, 0.001], [-0.005, -0.001, 0.009], [0.005, -0.028, -0.013], [0.020, -0.026, 0.012], [-0.002, -0.004, 0.003], [-0.003, 0.000, 0.003], [0.006, -0.002, -0.008], [-0.018, 0.010, -0.020]], "mulliken_charge": [-0.61, -0.42, -0.68, -0.77, 0.51, -2.15, 2.15, -0.23, -0.60, -1.11, 0.84, -0.63, -0.68, 0.34, 0.42, 0.33, 0.43, 0.36, 0.35, 0.41, 0.39, 0.34, -1.08, 0.46, 0.39, 0.99, -0.42, -0.93, -0.52, -0.86, -0.27, 1.38, -1.33, -0.64, -0.72, -1.33, 0.69, 0.98, 1.02, 0.20, -0.99, -0.66, -0.75, -0.76, 0.55, -0.35, -0.76, -0.56, -0.92, -0.43, 0.31, 0.33, 0.37, 0.45, 0.44, 0.42, 0.44, 0.38, 0.61, 0.49, 0.47, 0.52, 0.14, 0.52, 0.47, 0.41, 0.44, 0.48, 0.42, 0.46, 0.41, 0.47, 0.19], "largest_force_ev_per_a": 0.48, "orbital_gap_ev": [7.320, 8.017], "de_lowest_kcal_mol": 77.48, "total_charge": 1, "energy_ha": -3751.45310}

# 2
{"formula": "C3H6N2O", "method": "wB97M-V/def2-TZVPD", "elements": ["C", "N", "C", "N", "C", "O", "H", "H", "H", "H", "H", "H"], "xyz": [[1.228787, 0.694627, -1.276952], [0.524073, 0.228999, -0.107870], [-0.788924, 0.452800, 0.107169], [-1.346976, -0.123141, 1.107291], [-0.177557, -1.795125, 1.585819], [-0.798053, -2.400513, 2.335748], [1.485722, -0.123748, -1.960963], [0.594059, 1.412781, -1.808764], [2.152996, 1.215202, -1.006553], [-1.308686, 1.119542, -0.589450], [-2.349114, -0.061804, 1.192909], [0.783673, -0.619621, 0.421614]], "forces_ev_per_angstrom": [[0.080, 0.064, -0.110], [-0.271, -0.105, 0.121], [-0.194, -0.006, 0.119], [-0.216, 0.495, -0.168], [-0.264, -1.599, 1.133], [0.535, 0.258, -0.473], [-0.097, 0.134, 0.088], [0.115, -0.165, 0.034], [-0.104, -0.087, 0.010], [0.108, -0.041, -0.060], [-0.176, 0.392, -0.183], [0.483, 0.659, -0.511]], "mulliken_charge": [-0.80, -0.15, 0.12, -0.47, -0.09, -0.23, 0.27, 0.32, 0.25, 0.27, 0.20, 0.31], "largest_force_ev_per_a": 1.98, "orbital_gap_ev": 9.777, "de_lowest_kcal_mol": 46.48, "energy_ha": -302.61902}

# 3
{"formula": "C22H24N4O5S", "method": "wB97M-V/def2-TZVPD", "elements": ["C", "H", "O", "C", "C", "N", "S", "O", "O", "C", "C", "C", "C", "C", "C", "H", "H", "C", "C", "C", "N", "C", "N", "C", "C", "C", "C", "C", "C", "N", "H", "H", "H", "H", "H", "O", "H", "H", "H", "C", "H", "C", "O", "C", "H", "H", "H", "H", "H", "H", "H", "H", "H", "H", "H", "H"], "xyz": [[-2.387150, 3.363127, -0.645170], [-2.396471, 3.306277, -1.738295], [-3.478174, 2.679171, -0.069129], [-3.512318, 1.298810, -0.322088], [-4.116442, 0.961282, -1.701288], [-4.053295, -0.435823, -2.029447], [-2.927860, -0.926756, -3.141121], [-3.194279, -2.299733, -3.452763], [-2.865628, 0.036969, -4.199529], [-1.392537, -0.816528, -2.220561], [-0.669912, 0.361080, -2.264261], [0.451067, 0.506040, -1.469070], [0.842904, -0.532885, -0.623677], [0.140465, -1.739928, -0.641551], [-0.981674, -1.877629, -1.436362], [-1.539836, -2.799238, -1.471815], [0.478591, -2.552025, -0.016678], [1.989774, -0.394219, 0.282994], [2.272654, 0.787892, 0.927282], [1.468862, 1.933765, 0.820849], [0.853168, 2.904488, 0.809371], [3.397028, 0.868192, 1.831347], [4.200670, -0.144877, 2.077171], [5.128653, 0.315394, 2.973399], [6.205778, -0.330560, 3.569452], [6.977524, 0.400853, 4.446918], [6.698427, 1.739095, 4.734063], [5.633868, 2.398522, 4.152541], [4.853277, 1.671515, 3.270118], [3.744845, 1.990485, 2.525717], [3.266156, 2.875611, 2.493913], [5.417737, 3.432410, 4.374086], [7.332198, 2.269458, 5.428450], [7.822002, -0.069084, 4.928038], [6.419577, -1.363292, 3.346330], [2.704709, -1.486352, 0.478549], [3.449272, -1.278675, 1.124796], [1.028766, 1.415363, -1.518498], [-0.988324, 1.143451, -2.933917], [-4.965861, -1.381189, -1.445889], [-5.038460, -2.210911, -2.151368], [-4.515714, -1.944880, -0.078073], [-4.861422, -3.297714, 0.084939], [-3.998341, -4.205178, -0.564767], [-4.462881, -5.184619, -0.470976], [-3.017507, -4.222187, -0.071536], [-3.862976, -3.966621, -1.624345], [-5.015996, -1.421002, 0.740199], [-3.429498, -1.806864, 0.028879], [-5.953917, -0.921393, -1.359911], [-3.570246, 1.482102, -2.489222], [-5.156324, 1.305640, -1.723327], [-4.142121, 0.872448, 0.463267], [-2.504933, 0.863562, -0.240584], [-2.494356, 4.402089, -0.341235], [-1.433172, 2.973892, -0.270954]], "forces_ev_per_angstrom": [[0.081, -0.060, 0.038], [-0.001, 0.031, -0.051], [-0.306, 0.005, 0.017], [-0.028, -0.162, -0.088], [0.289, 0.749, 0.249], [0.592, -0.289, -0.817], [-0.278, 0.244, 0.312], [0.095, -0.082, 0.288], [0.171, 0.120, 0.217], [-0.315, 0.027, -0.375], [-0.031, 0.063, -0.144], [0.072, -0.182, 0.106], [-0.220, -0.194, -0.281], [0.059, 0.138, 0.042], [-0.024, -0.144, -0.003], [-0.029, -0.153, 0.077], [0.006, -0.089, 0.025], [0.241, 0.200, 0.258], [0.358, -0.738, -0.067], [-0.322, 0.288, 0.037], [-0.087, 0.329, 0.014], [0.215, 0.009, 0.123], [-0.439, -0.162, -0.399], [0.181, 0.693, 0.405], [-0.111, 0.103, -0.047], [0.117, -0.101, 0.054], [0.003, 0.094, 0.037], [-0.050, 0.098, 0.000], [0.489, -0.649, 0.138], [-0.259, -0.114, -0.244], [-0.039, -0.038, -0.041], [0.013, 0.105, 0.050], [0.045, 0.051, 0.053], [0.069, -0.042, 0.037], [0.031, -0.121, -0.021], [-0.267, 0.182, -0.194], [0.001, 0.090, 0.069], [0.002, 0.059, -0.040], [0.020, 0.153, -0.065], [-0.039, -0.767, 0.209], [-0.216, 0.000, 0.208], [-0.007, 0.081, -0.033], [-0.254, -0.043, 0.069], [-0.022, 0.028, 0.035], [0.096, -0.029, -0.049], [-0.010, -0.008, -0.030], [0.005, -0.025, 0.002], [0.126, 0.043, -0.043], [-0.066, 0.018, 0.020], [0.078, 0.033, -0.093], [-0.145, 0.232, 0.116], [0.083, -0.041, -0.090], [0.087, -0.082, -0.023], [-0.092, -0.009, 0.029], [0.105, 0.015, -0.072], [-0.072, 0.045, -0.028]], "mulliken_charge": [-0.30, 0.23, -0.45, 0.13, -0.94, 0.29, 1.35, -0.70, -0.72, -0.07, -0.87, -0.58, 0.44, -0.90, -0.41, 0.65, 0.50, 0.79, 0.17, -0.15, -0.64, 0.06, -0.58, 0.40, -0.80, -0.48, -0.43, -0.95, 0.58, -0.07, 0.27, 0.39, 0.38, 0.38, 0.43, -0.63, 0.65, 0.79, 0.53, -1.01, 0.59, -0.07, -0.48, -0.63, 0.32, 0.24, 0.25, 0.27, 0.27, 0.24, 0.43, 0.30, 0.11, 0.15, 0.30, 0.01], "largest_force_ev_per_a": 1.05, "orbital_gap_ev": 7.812, "de_lowest_kcal_mol": 65.89, "energy_ha": -1846.12482}